Entry 1:
Entry from the Open Molecules 2025 dataset: C24H15Cl4GaIN2O4S5 as an isolated structure in a non-equilibrium geometry (ωB97M-V with the def2-TZVPD basis set).

- highest occupied orbital energy (eV) = -4.867
- ΔE to the lowest compared entry with this formula, charge and spin (kcal/mol) = 19.5
- calculated total energy (eV) = -201049.59714

Structure (ORCA input):
```
! RIJCOSX wB97M-V def2-TZVPD def2/J DEFGRID3
* xyz -1 1
Ga 0.2135 1.1181 -0.3156
C -3.2046 3.9710 -1.5730
C -3.6832 2.6120 -1.1546
N -4.9374 2.3140 -1.3171
C -5.3458 1.0987 -0.8693
C -4.5274 0.1455 -0.2837
C -5.1211 -1.2025 0.1051
O -5.0215 -1.4721 1.5235
C -3.1615 0.4700 -0.1258
C -2.2816 -0.4796 0.6233
N -0.9925 -0.3139 0.7129
C -0.3990 -1.3065 1.5521
C -0.4057 -2.6161 1.1829
C 0.2338 -3.6019 1.9292
C 0.8861 -3.2974 3.1191
C 0.7487 -2.0145 3.5809
C 0.1073 -1.0201 2.8312
I 0.1521 0.9372 3.5604
C -2.6879 1.7055 -0.5362
O -1.4646 2.1554 -0.4408
H -4.0387 4.5320 -1.9487
H -2.4524 3.9377 -2.3878
H -2.8175 4.5523 -0.6779
H -6.4218 0.9448 -1.0315
H -4.6140 -2.0715 -0.3502
H -6.1918 -1.2221 -0.2308
H -5.1385 -0.6654 2.0498
H -2.6914 -1.4232 1.0643
H -0.7665 -2.8287 0.2227
H 0.2589 -4.5657 1.4581
H 1.4479 -4.0825 3.6080
H 1.1790 -1.5933 4.5007
Cl 5.4885 3.3285 3.0419
C 4.3451 2.2658 2.2724
C 4.5210 0.8804 2.2947
Cl 5.6996 0.0974 3.2773
C 3.6522 0.0931 1.5089
Cl 3.6623 -1.6286 1.5609
C 2.5990 0.6213 0.8425
O 1.6397 -0.0621 0.2517
C 2.3096 2.0097 0.9515
O 1.1966 2.4724 0.4701
C 3.2471 2.8192 1.6252
Cl 3.0794 4.4713 1.5042
C 3.9894 0.0667 -4.9456
S 3.9485 0.4138 -3.1710
C 2.6992 -0.7929 -2.7116
C 1.3724 -0.6268 -2.5877
S 0.3535 0.8380 -2.5452
S 0.4748 -2.0390 -2.1188
C 1.8011 -3.1337 -1.9825
S 1.6352 -4.6501 -1.3666
S 3.2404 -2.4263 -2.4451
H 4.6861 0.8616 -5.3620
H 3.0920 0.2864 -5.5245
H 4.4064 -0.8831 -5.2219
*
```

Entry 2:
Entry from the Open Molecules 2025 dataset: a 2-piece molecular cluster, H2O4S2 overall in a non-equilibrium geometry (ωB97M-V with the def2-TZVPD basis set).

- highest occupied orbital energy (eV) = -10.487
- ΔE to the lowest compared entry with this formula, charge and spin (kcal/mol) = 111.5
- calculated total energy (eV) = -29886.62235

Structure (ORCA input):
```
! RIJCOSX wB97M-V def2-TZVPD def2/J DEFGRID3
* xyz 0 1
O 1.1554 -0.2891 1.8041
O 0.6230 -1.0567 -0.9981
O -0.7583 -1.0753 -1.2595
O -1.2288 0.2354 -1.3866
S 0.3312 2.3986 2.0177
S 0.0127 0.5298 2.1732
H 0.9263 -1.2110 -0.0835
H -1.0616 0.4682 -2.2673
*
```

Entry 3:
Entry from the Open Molecules 2025 dataset: one molecule with the formula C5H5NO in a non-equilibrium geometry (ωB97M-V with the def2-TZVPD basis set).

- highest occupied orbital energy (eV) = -10.661
- ΔE to the lowest compared entry with this formula, charge and spin (kcal/mol) = 53.9
- calculated total energy (eV) = -8801.08057

Structure (ORCA input):
```
! RIJCOSX wB97M-V def2-TZVPD def2/J DEFGRID3
* xyz 0 1
C -0.9672 2.1351 0.1071
C -0.4055 1.1325 -0.2507
C 0.2433 -0.1019 -0.7140
O 1.5500 0.1147 -1.2143
C 0.4081 -1.1311 0.4204
C -0.8028 -1.3332 1.2167
N -1.7505 -1.4793 1.8631
H -1.4808 3.0138 0.4323
H -0.3858 -0.5395 -1.5030
H 1.6531 1.0518 -1.4135
H 0.7245 -2.0835 -0.0163
H 1.2134 -0.7793 1.0722
*
```